This record from the Open Molecules 2025 dataset describes a molecular structure, C61H52AsClNO6PPtSb at a distorted geometry. The level of theory is ωB97M-V/def2-TZVPD.

Geometry (Å):
Pt  -0.688  1.283  0.629
Cl  0.703  4.274  7.504
C  0.663  3.478  5.978
C  1.819  2.829  5.512
C  1.810  2.214  4.295
C  0.633  2.136  3.493
O  0.693  1.494  2.395
C  -0.547  2.779  4.003
C  -1.795  2.733  3.310
O  -2.105  2.018  2.350
C  -0.488  3.462  5.229
H  2.704  2.812  6.129
H  2.693  1.727  3.909
H  -2.567  3.411  3.711
H  -1.378  3.940  5.609
O  -3.888  5.817  -3.975
C  -3.521  4.723  -4.309
O  -3.377  4.026  -5.278
C  -2.997  3.881  -2.951
C  -2.488  4.578  -1.871
C  -2.005  3.838  -0.800
N  -1.993  2.511  -0.814
C  -2.488  1.857  -1.856
C  -3.027  2.507  -2.962
C  -2.391  0.314  -1.864
O  -3.020  -0.311  -2.691
O  -1.607  -0.160  -0.991
H  -2.477  5.655  -1.843
H  -1.623  4.328  0.088
H  -3.426  1.915  -3.774
C  1.253  1.019  -2.490
C  1.334  2.295  -3.293
As  1.755  1.815  -5.202
C  0.590  0.233  -5.301
C  1.008  -1.055  -4.986
C  0.089  -2.090  -4.953
C  -1.242  -1.854  -5.255
C  -1.661  -0.576  -5.583
C  -0.748  0.462  -5.609
C  3.512  0.958  -5.009
C  4.397  1.237  -3.973
C  5.653  0.654  -3.945
C  6.050  -0.201  -4.961
C  5.182  -0.476  -6.006
C  3.929  0.107  -6.034
P  1.318  1.013  -0.629
C  2.323  2.408  -0.051
C  1.789  3.662  -0.366
C  2.360  4.819  0.127
C  3.449  4.738  0.982
C  3.942  3.497  1.348
C  3.386  2.333  0.842
C  2.136  -0.608  -0.493
C  3.515  -0.793  -0.446
C  4.028  -2.076  -0.368
C  3.183  -3.173  -0.355
C  1.816  -2.993  -0.484
C  1.292  -1.717  -0.552
H  2.084  0.366  -2.777
H  0.333  0.480  -2.739
H  2.130  2.952  -2.938
H  0.399  2.857  -3.276
H  2.048  -1.253  -4.753
H  0.419  -3.083  -4.686
H  -1.951  -2.667  -5.240
H  -2.697  -0.389  -5.821
H  -1.068  1.464  -5.873
H  4.115  1.920  -3.180
H  6.331  0.877  -3.134
H  7.036  -0.642  -4.945
H  5.488  -1.137  -6.804
H  3.255  -0.095  -6.860
H  0.910  3.726  -0.995
H  1.948  5.778  -0.150
H  3.902  5.640  1.365
H  4.763  3.433  2.045
H  3.764  1.378  1.166
H  4.189  0.050  -0.486
H  5.095  -2.223  -0.315
H  3.594  -4.166  -0.275
H  1.161  -3.849  -0.517
H  0.228  -1.561  -0.680
C  -1.076  -0.435  5.076
C  -2.153  -1.463  4.931
C  -2.716  -2.065  6.050
C  -3.737  -2.990  5.924
C  -4.238  -3.302  4.672
C  -3.684  -2.714  3.547
C  -2.633  -1.821  3.677
Sb  -1.595  -1.211  1.876
C  0.168  -2.431  2.322
C  1.354  -1.719  2.467
C  2.526  -2.368  2.808
C  2.515  -3.737  3.012
C  1.331  -4.435  2.900
C  0.136  -3.799  2.570
C  -1.118  -4.612  2.559
C  -2.900  -2.132  0.414
C  -2.450  -3.195  -0.350
C  -3.316  -3.825  -1.227
C  -4.617  -3.371  -1.357
C  -5.041  -2.274  -0.628
C  -4.185  -1.621  0.252
C  -4.658  -0.405  0.990
H  -0.924  -0.168  6.119
H  -1.357  0.462  4.528
H  -0.129  -0.800  4.673
H  -2.346  -1.801  7.030
H  -4.147  -3.463  6.803
H  -5.049  -4.007  4.563
H  -4.068  -2.970  2.569
H  1.361  -0.646  2.324
H  3.445  -1.813  2.916
H  3.426  -4.251  3.270
H  1.317  -5.501  3.081
H  -0.904  -5.638  2.265
H  -1.867  -4.197  1.890
H  -1.534  -4.631  3.568
H  -1.423  -3.527  -0.268
H  -2.970  -4.662  -1.815
H  -5.293  -3.855  -2.046
H  -6.046  -1.897  -0.750
H  -5.581  -0.031  0.555
H  -3.911  0.390  0.948
H  -4.851  -0.636  2.040

Computed properties:
Net charge: +1
HOMO energy (spin up / spin down): -9.12 / -9.12 eV
Molar mass: 1353.27 g/mol
Frontier orbital gap (spin up / spin down): 2.5919 / 2.5913 eV
Strongest force on any atom: 0.0678 Eh/bohr
ΔE to the lowest compared entry with this formula, charge and spin: 1.122 eV



This record from the Open Molecules 2025 dataset describes 11 unconnected molecules or ions with the total composition C61H53F10NO2 at a distorted geometry. The level of theory is ωB97M-V/def2-TZVPD.

Geometry (Å):
F  -16.621  -26.338  -2.399
C  -15.437  -25.977  -1.806
C  -14.956  -26.729  -0.769
C  -13.756  -26.395  -0.182
C  -12.993  -25.290  -0.713
C  -13.511  -24.589  -1.775
C  -14.774  -24.889  -2.342
H  -15.560  -27.602  -0.418
H  -13.363  -27.040  0.600
H  -11.963  -25.095  -0.374
H  -12.880  -23.801  -2.215
H  -15.103  -24.486  -3.268
F  -12.537  -22.379  6.247
C  -13.068  -22.828  5.070
C  -14.146  -23.743  5.126
C  -14.530  -24.216  3.909
C  -13.945  -23.784  2.699
C  -12.950  -22.858  2.712
C  -12.502  -22.344  3.922
H  -14.588  -23.977  6.063
H  -15.349  -24.962  3.891
H  -14.292  -24.105  1.714
H  -12.401  -22.567  1.836
H  -11.623  -21.700  4.021
F  -14.627  -20.257  2.298
C  -15.796  -20.849  1.944
C  -15.701  -21.543  0.735
C  -16.749  -22.455  0.443
C  -17.815  -22.562  1.309
C  -17.891  -21.828  2.506
C  -16.812  -21.056  2.870
H  -14.827  -21.538  0.147
H  -16.816  -22.988  -0.507
H  -18.610  -23.258  0.956
H  -18.704  -22.022  3.194
H  -16.867  -20.432  3.736
F  -9.994  -12.853  -2.680
C  -9.542  -13.886  -1.969
C  -8.360  -13.739  -1.275
C  -7.915  -14.837  -0.551
C  -8.637  -16.025  -0.503
C  -9.806  -16.121  -1.221
C  -10.288  -15.038  -1.935
H  -7.896  -12.810  -1.369
H  -6.905  -14.893  -0.049
H  -8.265  -16.874  0.096
H  -10.357  -17.005  -1.318
H  -11.291  -15.070  -2.417
F  -15.171  -18.075  0.998
C  -15.147  -16.781  0.482
C  -16.303  -16.032  0.141
C  -16.091  -14.766  -0.329
C  -14.845  -14.301  -0.582
C  -13.695  -15.010  -0.170
C  -13.849  -16.238  0.407
H  -17.240  -16.470  0.458
H  -16.979  -14.151  -0.453
H  -14.628  -13.333  -0.956
H  -12.717  -14.522  -0.161
H  -13.020  -16.859  0.780
F  -19.221  -23.721  6.231
C  -18.447  -22.679  6.571
C  -17.164  -22.629  6.053
C  -16.304  -21.615  6.462
C  -16.755  -20.642  7.319
C  -18.062  -20.585  7.731
C  -18.926  -21.634  7.382
H  -16.820  -23.473  5.431
H  -15.332  -21.546  6.107
H  -16.097  -19.858  7.598
H  -18.395  -19.884  8.433
H  -19.963  -21.615  7.689
F  -17.503  -17.978  2.462
C  -18.566  -18.209  1.660
C  -18.479  -19.178  0.678
C  -19.646  -19.275  -0.112
C  -20.821  -18.629  0.197
C  -20.870  -17.768  1.331
C  -19.690  -17.592  2.060
H  -17.615  -19.750  0.395
H  -19.655  -20.008  -0.923
H  -21.694  -18.764  -0.407
H  -21.784  -17.230  1.616
H  -19.601  -16.943  2.931
F  -13.777  -18.978  -1.226
C  -14.730  -18.619  -2.156
C  -15.801  -19.506  -2.311
C  -16.913  -19.029  -2.985
C  -16.825  -17.773  -3.615
C  -15.734  -16.937  -3.437
C  -14.645  -17.336  -2.664
H  -15.814  -20.420  -1.757
H  -17.906  -19.579  -3.118
H  -17.650  -17.485  -4.264
H  -15.745  -15.923  -3.800
H  -13.675  -16.853  -2.569
F  -7.716  -18.672  1.995
C  -7.979  -19.356  3.141
C  -7.928  -20.764  3.128
C  -8.163  -21.476  4.278
C  -8.437  -20.770  5.493
C  -8.343  -19.368  5.560
C  -8.163  -18.629  4.369
H  -7.711  -21.276  2.268
H  -8.122  -22.546  4.302
H  -8.401  -21.370  6.395
H  -8.392  -18.831  6.475
H  -8.099  -17.557  4.499
F  -10.648  -17.708  6.902
C  -11.652  -17.778  5.908
C  -11.785  -16.680  4.978
C  -12.911  -16.641  4.224
C  -13.806  -17.712  4.139
C  -13.720  -18.768  5.009
C  -12.520  -18.850  5.828
H  -11.108  -15.851  4.947
H  -13.024  -15.761  3.632
H  -14.528  -17.640  3.363
H  -14.353  -19.665  4.966
H  -12.387  -19.597  6.616
C  -11.330  -18.952  1.438
N  -10.638  -19.953  0.547
O  -9.641  -19.529  -0.102
O  -11.035  -21.096  0.533
H  -11.291  -19.436  2.506
H  -12.361  -18.956  1.039
H  -10.736  -18.029  1.322

Computed properties:
Structure (SMILES): C[N+](=O)[O-].Fc1ccccc1.Fc1ccccc1.Fc1ccccc1.Fc1ccccc1.Fc1ccccc1.Fc1ccccc1.Fc1ccccc1.Fc1ccccc1.Fc1ccccc1.Fc1ccccc1
HOMO energy: -9.04 eV
Molar mass: 1022.08 g/mol
Frontier orbital gap: 9.2994 eV
Strongest force on any atom: 0.0704 Eh/bohr



This record from the Open Molecules 2025 dataset describes 3 unconnected molecules or ions with the total composition C61H63NO8S2 at a distorted geometry. The level of theory is ωB97M-V/def2-TZVPD.

Geometry (Å):
C  1.302  -8.497  5.970
C  1.419  -7.722  7.083
C  0.652  -6.435  7.209
O  -0.525  -6.386  6.892
O  1.262  -5.289  7.645
C  2.368  -4.826  6.841
C  2.217  -5.058  5.332
C  3.298  -4.281  4.547
C  2.990  -4.432  3.029
C  1.903  -3.415  2.651
C  1.253  -3.680  1.261
C  0.606  -2.376  0.817
C  1.419  -1.366  0.308
C  0.833  -0.187  -0.086
C  -0.524  0.014  0.051
C  -1.351  -0.958  0.551
C  -0.745  -2.161  0.909
S  -1.864  -3.412  1.543
C  -2.953  -2.362  2.508
C  -3.420  -2.787  3.719
C  -4.234  -1.962  4.478
C  -4.723  -2.511  5.809
C  -6.255  -2.733  5.834
C  -6.684  -3.948  4.936
C  -7.466  -3.369  3.727
C  -7.692  -4.809  5.721
C  -4.540  -0.698  3.969
C  -5.389  0.233  4.840
C  -4.460  1.404  5.322
C  -3.971  1.150  6.778
C  -2.682  1.917  7.097
C  -1.378  1.286  6.524
C  -1.414  -0.248  6.329
C  -4.082  -0.291  2.705
S  -4.516  1.317  1.986
C  -3.333  2.586  2.491
O  -5.819  1.761  2.420
O  -4.467  1.279  0.548
C  -3.263  -1.135  1.947
N  -2.756  -0.774  0.670
H  2.215  -8.774  5.440
H  0.312  -8.853  5.677
H  2.072  -8.102  7.879
H  2.403  -3.737  6.978
H  3.332  -5.198  7.220
H  1.213  -4.709  5.055
H  2.335  -6.105  5.041
H  3.329  -3.219  4.829
H  4.295  -4.687  4.774
H  2.677  -5.472  2.852
H  3.908  -4.279  2.445
H  1.145  -3.302  3.436
H  2.402  -2.435  2.579
H  0.510  -4.469  1.415
H  2.019  -3.989  0.540
H  2.484  -1.568  0.219
H  1.456  0.597  -0.513
H  -0.991  0.948  -0.260
H  -3.137  -3.777  4.076
H  -4.372  -1.927  6.668
H  -4.284  -3.512  5.928
H  -6.619  -2.919  6.853
H  -6.812  -1.869  5.461
H  -5.806  -4.509  4.596
H  -8.459  -3.037  4.061
H  -7.632  -4.118  2.942
H  -6.949  -2.502  3.296
H  -7.238  -5.357  6.556
H  -8.486  -4.164  6.124
H  -8.193  -5.523  5.053
H  -5.724  -0.257  5.754
H  -6.273  0.600  4.316
H  -5.013  2.349  5.338
H  -3.559  1.439  4.706
H  -4.757  1.577  7.424
H  -3.938  0.086  7.028
H  -2.788  2.904  6.613
H  -2.564  2.143  8.163
H  -0.587  1.485  7.263
H  -1.029  1.767  5.602
H  -0.369  -0.595  6.293
H  -1.885  -0.787  7.155
H  -1.836  -0.490  5.346
H  -3.723  3.056  3.395
H  -2.340  2.178  2.710
H  -3.307  3.343  1.704
H  -3.279  -1.199  -0.088
C  3.691  0.098  -9.279
C  3.841  1.414  -8.854
C  3.123  1.876  -7.764
C  2.244  1.031  -7.101
C  2.075  -0.283  -7.541
C  2.809  -0.749  -8.625
C  1.101  -1.188  -6.873
O  0.956  -2.333  -7.252
C  0.303  -0.657  -5.735
C  -0.652  -1.468  -5.133
C  -1.392  -0.990  -4.065
C  -1.177  0.298  -3.586
C  -0.230  1.113  -4.185
C  0.506  0.643  -5.266
C  1.494  1.541  -5.921
O  1.682  2.668  -5.507
H  4.258  -0.266  -10.126
H  4.521  2.079  -9.373
H  3.245  2.896  -7.430
H  2.689  -1.770  -8.960
H  -0.818  -2.471  -5.502
H  -2.138  -1.622  -3.600
H  -1.752  0.667  -2.746
H  -0.066  2.116  -3.815
C  8.363  7.457  -11.796
C  8.520  8.772  -11.371
C  7.805  9.241  -10.281
C  6.922  8.399  -9.616
C  6.747  7.085  -10.057
C  7.479  6.615  -11.141
C  5.771  6.183  -9.388
O  5.621  5.039  -9.768
C  4.976  6.717  -8.250
C  4.020  5.909  -7.650
C  3.280  6.383  -6.581
C  3.499  7.671  -6.100
C  4.448  8.485  -6.697
C  5.183  8.015  -7.780
C  6.174  8.911  -8.434
O  6.366  10.035  -8.019
H  8.929  7.090  -12.642
H  9.202  9.432  -11.891
H  7.931  10.262  -9.947
H  7.354  5.594  -11.475
H  3.850  4.908  -8.022
H  2.532  5.750  -6.119
H  2.925  8.039  -5.259
H  4.615  9.487  -6.326

Computed properties:
Structure (SMILES): C=CC(=O)OCCCCCCc1cccc2c1Sc1cc(CCC(C)C)c(CCCCCC)c(S(C)(=O)=O)c1N2.O=C1c2ccccc2C(=O)c2ccccc21.O=C1c2ccccc2C(=O)c2ccccc21
HOMO energy: -8.36 eV
Molar mass: 1002.31 g/mol
Frontier orbital gap: 7.3678 eV
Strongest force on any atom: 0.0600 Eh/bohr